(1)
# C32H41AsBF5N7O7PPbS4

A molecular structure, C32H41AsBF5N7O7PPbS4 (wB97M-V/def2-TZVPD, the OMol25 dataset).

```
100
Properties=species:S:1:pos:R:3:mulliken_charge:R:1
Pb 0.461 -0.508 -0.105 2.09
C -1.425 -3.257 2.550 -0.78
N -0.027 -3.090 2.944 0.44
C 0.411 -2.981 4.248 -0.62
C 1.756 -2.874 4.195 -0.72
N 2.143 -2.911 2.872 0.35
B 3.636 -3.036 2.440 0.53
N 4.062 -1.941 1.377 0.48
C 5.165 -2.162 0.581 -0.89
C 5.349 -1.078 -0.202 -0.58
N 4.347 -0.188 0.120 0.43
C 4.167 1.111 -0.507 -0.78
C 3.576 -0.723 1.106 -0.78
S 2.273 0.107 1.882 -0.41
C 1.043 -3.057 2.121 -0.80
S 0.976 -3.138 0.399 -0.25
H -1.881 -4.004 3.196 0.41
H -1.457 -3.596 1.520 0.17
H -1.965 -2.312 2.635 0.30
H -0.274 -2.968 5.078 0.55
H 2.479 -2.765 4.982 0.48
H 3.814 -4.114 1.914 -0.18
H 4.311 -2.880 3.433 -0.21
H 5.717 -3.084 0.639 0.52
H 6.089 -0.859 -0.953 0.56
H 4.310 1.008 -1.581 0.29
H 4.875 1.832 -0.100 0.33
H 3.159 1.462 -0.311 0.16
F -2.558 1.915 7.310 -0.31
C -1.924 2.353 6.226 0.40
C -1.499 1.461 5.260 -0.12
F -1.708 0.163 5.434 -0.27
C -0.819 1.917 4.143 0.07
F -0.376 1.014 3.277 0.11
C -0.571 3.271 3.957 0.35
S 0.318 3.997 2.609 -0.17
C -1.005 4.141 4.949 0.13
F -0.772 5.456 4.816 -0.36
C -1.670 3.703 6.073 0.28
F -2.069 4.569 7.006 -0.29
O -1.129 2.234 -0.892 -0.57
As -1.470 3.413 0.383 0.31
O -2.515 2.378 1.372 0.33
O -0.001 2.984 1.353 -0.02
C -3.819 2.130 0.986 -0.26
C -4.739 3.170 0.948 -0.58
C -6.066 2.914 0.636 -0.65
C -6.474 1.618 0.353 -0.77
C -5.551 0.583 0.392 -0.71
C -4.218 0.829 0.702 0.23
S -3.154 -0.580 0.963 1.24
O -3.754 -1.675 0.231 -0.78
O -3.068 -0.735 2.397 -0.80
O -1.867 -0.165 0.357 0.07
H -0.649 2.634 -1.628 0.27
H -4.405 4.174 1.180 0.45
H -6.779 3.729 0.630 0.40
H -7.508 1.412 0.110 0.41
H -5.840 -0.437 0.181 0.54
O 1.749 -0.645 -2.385 -0.72
P 1.530 -1.783 -3.330 -1.32
N 1.294 -1.228 -4.856 0.45
C 0.656 -1.994 -5.939 -0.12
C 0.915 -1.143 -7.186 -0.72
C 2.217 -0.409 -6.856 -0.70
C 2.049 -0.075 -5.378 -0.51
N 2.804 -2.822 -3.355 0.75
C 3.173 -3.711 -4.462 -0.20
C 4.483 -4.386 -3.991 -0.77
C 4.751 -3.826 -2.584 -0.59
C 3.385 -3.349 -2.114 0.77
N 0.197 -2.653 -2.919 0.90
C 0.037 -4.102 -3.136 -0.33
C -1.379 -4.365 -2.635 -0.61
C -2.128 -3.104 -3.064 -0.84
C -1.125 -1.995 -2.762 0.26
H -0.411 -2.125 -5.749 -0.06
H 1.097 -2.987 -6.050 0.26
H 0.108 -0.422 -7.322 0.35
H 0.981 -1.754 -8.085 0.36
H 2.369 0.480 -7.468 0.39
H 3.072 -1.074 -6.999 0.27
H 1.474 0.846 -5.251 0.31
H 2.994 0.046 -4.850 0.28
H 3.313 -3.133 -5.376 0.16
H 2.407 -4.468 -4.657 0.21
H 5.305 -4.172 -4.672 0.34
H 4.356 -5.468 -3.962 0.30
H 5.430 -2.973 -2.637 0.25
H 5.184 -4.566 -1.911 0.43
H 3.423 -2.577 -1.351 -1.00
H 2.799 -4.186 -1.716 0.14
H 0.789 -4.663 -2.580 0.09
H 0.118 -4.369 -4.196 0.31
H -1.373 -4.441 -1.545 0.08
H -1.800 -5.279 -3.050 0.46
H -3.065 -2.955 -2.529 0.43
H -2.339 -3.144 -4.136 0.31
H -1.270 -1.639 -1.740 -0.65
H -1.220 -1.137 -3.432 0.29
```

Calculated values
LUMO in eV: 0.1032
Relative energy (zero: lowest compared OMol25 entry of this formula, charge and spin) in kJ/mol: 73.22
Energy in Eh: -7041.10744
Total charge: 0


(2)
# C15H18N2O2S

C15H18N2O2S in the gas phase (wB97M-V/def2-TZVPD, the OMol25 dataset).

```
38
Properties=species:S:1:pos:R:3:mulliken_charge:R:1
C -4.035 -2.207 1.594 -0.82
C -3.320 -1.105 1.716 -0.26
C -2.260 -0.682 0.742 -0.50
N -2.512 0.664 0.260 0.11
C -1.600 1.637 0.249 0.19
S -1.952 3.244 0.076 -0.44
N -0.259 1.303 0.443 -0.15
C 0.424 0.350 -0.297 0.18
O -0.136 -0.414 -1.054 -0.62
C 1.889 0.354 -0.084 0.38
C 2.687 -0.206 -1.077 -0.88
C 4.062 -0.243 -0.957 -0.31
C 4.670 0.273 0.185 0.91
C 3.870 0.815 1.197 -0.83
C 2.502 0.859 1.064 -0.31
H 1.911 1.263 1.874 0.49
H 4.356 1.195 2.081 0.42
O 6.004 0.293 0.416 -0.45
C 6.871 -0.239 -0.558 -0.83
H 6.682 -1.304 -0.724 0.34
H 7.876 -0.110 -0.158 0.24
H 6.788 0.300 -1.507 0.34
H 4.648 -0.675 -1.753 0.39
H 2.206 -0.609 -1.956 0.43
H 0.290 2.097 0.750 0.42
C -3.843 0.893 -0.270 -0.96
C -4.068 0.067 -1.500 0.09
C -5.135 -0.681 -1.704 -0.88
H -5.271 -1.244 -2.610 0.27
H -5.925 -0.750 -0.974 0.27
H -3.276 0.126 -2.236 0.32
H -3.917 1.957 -0.518 0.43
H -4.590 0.656 0.493 0.41
H -1.294 -0.693 1.254 0.39
H -2.211 -1.379 -0.101 0.31
H -3.458 -0.443 2.561 0.36
H -4.770 -2.494 2.325 0.28
H -3.906 -2.871 0.755 0.27
```

Calculated values
LUMO in eV: 0.4053
Relative energy (zero: lowest compared OMol25 entry of this formula, charge and spin) in kJ/mol: 226.82
Energy in Eh: -1240.52790
Total charge: 0


(3)
# CH5N3S

CH5N3S in the gas phase at a distorted geometry (wB97M-V/def2-TZVPD, the OMol25 dataset).

```
10
Properties=species:S:1:pos:R:3:mulliken_charge:R:1
C 0.161 0.222 -0.888 0.57
H 1.032 0.955 -2.601 0.20
H 1.520 1.775 -1.217 0.22
H -1.055 -0.334 -2.304 0.20
H 1.484 -0.242 0.498 0.28
H -0.897 -1.572 0.913 0.16
N 0.851 1.175 -1.650 -0.43
N -0.833 -0.411 -1.321 -0.60
N 0.552 0.226 0.480 -0.44
S -0.440 -0.553 1.718 -0.15
```

Calculated values
LUMO in eV: 0.6932
Relative energy (zero: lowest compared OMol25 entry of this formula, charge and spin) in kJ/mol: 26.08
Energy in Eh: -603.53597
Total charge: 0


(4)
# C4H11BN2

C4H11BN2 in the gas phase at a distorted geometry (wB97M-V/def2-TZVPD, the OMol25 dataset).

```
18
Properties=species:S:1:pos:R:3:mulliken_charge:R:1
B 0.648 -0.362 -0.406 0.27
C -1.917 -0.656 -0.751 -0.16
C -2.097 0.744 -0.385 -0.54
C 1.928 -1.368 -0.147 -0.92
C 0.803 1.560 1.435 -0.91
N -0.520 -0.893 -1.126 -0.51
N 0.383 0.732 0.394 -0.32
H -2.048 -1.309 0.101 0.23
H -2.477 -0.929 -1.560 0.35
H -1.941 1.567 -1.155 0.26
H -2.687 0.959 0.607 0.26
H 1.662 -2.289 -0.605 0.28
H 2.025 -1.193 0.852 0.30
H 2.818 -0.982 -0.682 0.25
H 0.025 2.199 1.691 0.31
H 0.934 0.951 2.309 0.36
H 1.702 2.080 1.237 0.31
H -0.416 -1.886 -1.417 0.20
```

Calculated values
LUMO (alpha / beta) in eV: -0.7428 / -0.7425
Relative energy (zero: lowest compared OMol25 entry of this formula, charge and spin) in kJ/mol: 544.30
Energy in Eh: -293.25634
Total charge: 0


(5)
# C4H6LiO2Y

A molecular structure, C4H6LiO2Y at a distorted geometry (wB97M-V/def2-TZVPD, the OMol25 dataset).

```
14
Properties=species:S:1:pos:R:3:mulliken_charge:R:1
O 2.190 0.826 0.021 -0.80
C 1.504 1.346 1.005 0.59
C 0.335 1.989 1.066 -0.73
Li 4.010 1.054 0.533 0.90
Y 1.423 -0.558 -1.493 1.94
H -0.087 2.275 2.029 0.30
H -0.141 2.327 0.135 0.33
C -1.439 -1.058 -0.255 0.51
C -0.502 -1.984 -0.637 -1.72
O -2.387 -0.636 -1.053 -0.34
H -1.406 -0.609 0.743 0.50
H 0.106 -2.495 0.116 0.55
H -0.702 -2.558 -1.550 0.57
H -2.904 0.081 -0.662 0.42
```

Calculated values
LUMO (alpha / beta) in eV: -14.4735 / -14.5132
Energy in Eh: -351.10676
Total charge: +3
<S²>: 0.761
Spin multiplicity: 2


(6)
# C8H24Ba2NO7

A molecular structure, C8H24Ba2NO7 at a distorted geometry (wB97M-V/def2-TZVPD, the OMol25 dataset).

```
42
Properties=species:S:1:pos:R:3:mulliken_charge:R:1
Ba 19.624 5.777 7.053 1.97
Ba 13.236 12.016 1.675 1.95
N 19.371 10.752 2.964 0.98
O 20.291 11.018 2.203 -0.55
O 18.327 11.231 2.642 -0.65
O 19.557 9.950 3.899 -0.69
C 16.091 6.880 -3.094 -1.09
C 15.941 7.585 -1.781 -0.14
O 14.595 7.842 -1.546 -0.58
H 17.127 6.584 -3.263 0.31
H 15.864 7.546 -3.927 0.29
H 15.462 6.006 -3.255 0.36
H 16.543 8.488 -1.682 0.29
H 16.094 6.866 -0.976 0.23
H 14.124 7.007 -1.589 0.33
C 25.225 17.923 2.418 -0.97
C 24.596 16.593 2.062 -0.23
O 23.231 16.479 2.062 -0.52
H 24.890 18.295 3.387 0.29
H 24.842 18.668 1.721 0.27
H 26.311 17.822 2.407 0.31
H 25.168 15.807 2.556 0.30
H 24.766 16.474 0.992 0.24
H 22.997 15.551 1.982 0.31
C 25.803 8.396 3.280 -1.14
C 25.556 6.897 3.796 -0.19
O 24.161 6.813 3.835 -0.52
H 26.842 8.427 2.952 0.31
H 25.770 9.178 4.039 0.29
H 25.280 8.688 2.370 0.40
H 26.133 6.663 4.691 0.30
H 25.949 6.210 3.047 0.22
H 23.866 7.340 3.089 0.33
C 24.434 10.197 -3.717 -0.94
C 24.452 11.636 -3.242 -0.29
O 23.199 12.064 -2.782 -0.51
H 23.735 10.065 -4.543 0.28
H 24.355 9.373 -3.008 0.31
H 25.323 10.043 -4.329 0.33
H 24.632 12.359 -4.038 0.26
H 25.231 11.849 -2.509 0.27
H 22.999 11.543 -2.000 0.29
```

Calculated values
LUMO in eV: -10.6570
Relative energy (zero: lowest compared OMol25 entry of this formula, charge and spin) in kJ/mol: 919.85
Energy in Eh: -950.28326
Total charge: +3


(7)
# C4H10N

A gas-phase ion, C4H10N (charge +1) at a distorted geometry (wB97M-V/def2-TZVPD, the OMol25 dataset).

```
15
Properties=species:S:1:pos:R:3:mulliken_charge:R:1
C -0.470 -1.058 -0.622 -0.44
N -1.172 -0.082 0.410 -0.38
C 0.086 0.537 1.199 -0.56
C 1.045 0.794 0.058 -0.40
C 0.688 -0.097 -1.166 -0.48
H 0.049 -1.880 0.004 0.30
H -1.195 -1.574 -1.433 0.35
H -1.853 -0.567 1.116 0.37
H -1.796 0.737 0.258 0.36
H 0.373 -0.260 1.983 0.31
H -0.250 1.392 1.768 0.36
H 1.177 1.845 -0.183 0.37
H 1.992 0.350 0.385 0.24
H 1.352 -0.959 -1.510 0.31
H 0.260 0.433 -2.076 0.29
```

Calculated values
LUMO in eV: -3.5560
Relative energy (zero: lowest compared OMol25 entry of this formula, charge and spin) in kJ/mol: 153.72
Energy in Eh: -212.86180
Total charge: +1